{
  "formula": "C15H22I2N3O2SSbSe4Tc",
  "method": "wB97M-V/def2-TZVPD",
  "species": ["Tc", "N", "C", "O", "C", "C", "H", "H", "H", "H", "H", "H", "I", "C", "I", "H", "H", "C", "C", "C", "N", "C", "S", "N", "C", "O", "C", "C", "C", "C", "C", "C", "H", "H", "H", "H", "H", "H", "H", "H", "H", "H", "H", "H", "H", "H", "Se", "Sb", "Se", "Se", "Se"],
  "positions_angstrom": [[0.22, 2.64, -0.86], [2.44, 2.94, -0.33], [1.54, 3.96, -0.18], [0.68, 3.88, 0.72], [1.32, 4.81, -1.38], [0.83, 3.87, -2.47], [2.72, 2.46, 0.53], [3.22, 3.10, -0.97], [2.22, 5.37, -1.64], [0.56, 5.56, -1.10], [1.65, 3.52, -3.09], [0.11, 4.37, -3.12], [-1.87, 6.20, 0.44], [-2.08, 4.42, 1.49], [-1.83, 3.83, -0.42], [-3.08, 4.18, 1.86], [-1.28, 4.13, 2.16], [0.26, -5.28, -3.14], [-0.15, -4.77, -1.74], [0.78, -3.78, -1.01], [0.98, -2.37, -1.45], [0.72, -1.25, -0.82], [1.08, 0.35, -1.66], [0.18, -1.24, 0.41], [-0.06, -0.17, 1.29], [-0.02, 1.00, 0.93], [-0.31, -0.59, 2.66], [-1.13, 0.17, 3.51], [-1.28, -0.18, 4.83], [-0.59, -1.28, 5.35], [0.25, -2.02, 4.52], [0.38, -1.70, 3.19], [1.09, -4.72, -3.58], [-0.58, -5.17, -3.83], [0.50, -6.34, -3.11], [-0.16, -5.65, -1.09], [-1.17, -4.40, -1.80], [1.77, -4.24, -1.09], [0.46, -3.79, 0.02], [1.31, -2.31, -2.41], [-0.25, -2.12, 0.69], [-1.68, 1.00, 3.10], [-1.93, 0.39, 5.48], [-0.70, -1.55, 6.39], [0.81, -2.85, 4.93], [1.06, -2.26, 2.57], [-1.17, -2.08, -4.06], [-1.74, -0.02, -2.70], [-1.65, 1.87, -1.57], [-2.81, -1.81, -1.48], [-1.62, -0.08, -4.96]],
  "nbo_charge": [0.03, -0.69, 0.55, -0.55, -0.51, -0.52, 0.45, 0.45, 0.26, 0.23, 0.22, 0.23, 0.50, -0.78, 1.13, 0.29, 0.30, -0.63, -0.42, -0.23, -0.51, 0.46, -0.03, -0.65, 0.74, -0.65, -0.17, -0.15, -0.20, -0.11, -0.20, -0.17, 0.20, 0.23, 0.26, 0.26, 0.21, 0.25, 0.20, 0.45, 0.45, 0.21, 0.25, 0.25, 0.25, 0.22, -0.03, 1.00, -0.14, -0.24, 0.05],
  "energy_ev": -321596.3582,
  "mol_weight_g_mol": 1097.8,
  "homo_ev": -15.375,
  "lumo_ha": -0.4217,
  "relative_energy_kcal_mol": 286.4,
  "total_charge": 3
}